[1]
The following is a quantum chemistry calculation of a 2-piece molecular cluster, C4H8N2O4 overall, from OMol25.

ORCA input file:
```
! RIJCOSX wB97M-V def2-TZVPD def2/J DEFGRID3
* xyz 0 1
C 1.223 1.397 1.072
C 1.267 -0.777 -0.266
C 2.060 0.348 0.417
O 1.297 -0.647 -1.583
O 0.711 -1.677 0.309
O 3.260 0.328 0.409
H 0.772 -1.337 -2.013
H 0.667 0.930 1.884
H 0.511 1.797 0.351
H 1.862 2.183 1.465
C -1.531 0.148 -0.428
N -1.684 -0.135 0.891
N -1.728 -0.910 -1.274
O -1.200 1.246 -0.833
H -1.844 -0.689 -2.244
H -1.610 0.619 1.553
H -1.862 -1.062 1.226
H -2.171 -1.761 -0.936
*
```

Structure (SMILES) = CC(=O)C(=O)O.NC(N)=O
Frontier orbital gap = 10.2 eV
E_HOMO = -9.71 eV
F_max = 0.94 eV/A



[2]
The following is a quantum chemistry calculation of a 40-piece molecular cluster, H80O40 overall in a non-equilibrium geometry, from OMol25.

ORCA input file:
```
! RIJCOSX wB97M-V def2-TZVPD def2/J DEFGRID3
* xyz 0 1
H -0.388 -3.472 0.641
H -1.613 -3.200 -0.355
O -1.084 -2.831 0.366
H 1.165 -3.510 1.808
H 1.537 -2.537 0.495
O 1.388 -2.639 1.462
H -1.809 3.785 -0.075
H -0.907 3.766 -1.146
O -1.801 3.446 -0.985
H 4.793 2.981 -1.369
H 5.970 2.375 -2.378
O 5.079 2.602 -2.226
H -0.695 -4.037 3.995
H -2.058 -4.635 4.005
O -1.204 -4.717 4.421
H -3.177 -1.873 5.574
O -2.989 -0.920 5.767
H -1.725 -5.400 -1.357
O -1.726 -4.437 -1.614
H 2.166 3.517 -2.042
H 1.311 3.456 -0.894
O 1.144 3.530 -1.814
H 3.062 -5.256 -0.006
H 2.209 -6.409 -0.457
O 2.093 -5.632 0.078
H 1.151 3.839 1.716
H 1.588 2.257 1.068
O 1.545 3.234 1.028
H -1.476 1.298 -1.588
H -1.792 0.688 -3.101
O -1.801 1.476 -2.474
H -1.171 2.723 -5.507
O -0.726 2.279 -4.741
H -2.443 0.146 2.789
H -1.709 0.111 4.078
O -1.819 0.628 3.307
H -5.381 -1.703 0.538
H -5.050 -0.786 1.815
O -5.072 -1.701 1.506
H -1.757 -1.057 0.391
H -1.811 -0.818 -1.065
O -1.425 -0.419 -0.226
H 1.873 0.121 -6.004
H 0.867 0.355 -4.845
O 1.020 -0.166 -5.695
H 2.629 0.603 -1.397
H 1.945 0.800 -0.103
O 2.848 0.921 -0.482
H 4.312 -3.644 0.067
H 4.993 -4.284 -1.136
O 4.679 -4.484 -0.234
H -4.287 1.511 2.032
O -4.782 1.548 1.170
H 0.489 -3.168 -4.426
H 0.427 -4.539 -4.034
O 0.692 -3.698 -3.589
H -1.218 -2.166 2.386
O -0.713 -1.838 3.164
H 0.253 5.709 1.043
H 1.808 5.539 0.720
O 1.139 5.935 1.274
H -0.255 0.729 1.680
H -0.361 0.976 0.209
O 0.351 1.062 0.901
H 4.893 0.700 -2.687
H 5.654 -0.371 -2.231
O 4.952 -0.223 -2.882
H 0.336 1.563 2.877
H -0.102 1.439 4.288
O 0.540 1.948 3.753
H -3.768 -1.087 -2.443
H -5.137 -0.872 -3.126
O -4.635 -1.447 -2.618
H -3.639 0.809 -2.838
H -4.020 1.721 -3.981
O -4.202 1.510 -3.081
H 4.106 -1.192 2.759
H 3.350 -2.428 2.421
O 4.176 -1.958 2.200
H -2.665 5.933 -1.509
H -1.186 6.100 -1.791
O -1.827 6.038 -1.055
H -3.066 -1.607 -5.798
H -2.902 -2.329 -4.461
O -3.416 -1.748 -4.946
H -0.486 1.037 6.707
H 0.213 0.196 5.821
O -0.679 0.578 5.929
H 1.368 0.654 -3.174
O 0.703 0.377 -2.461
H 1.394 -5.885 3.209
H 1.752 -5.407 1.653
O 1.431 -5.109 2.570
H -4.069 1.355 0.581
H -2.064 -1.017 5.928
H 0.222 -2.214 2.918
H -1.119 -4.328 -2.364
H -1.230 2.475 -3.935
H 1.127 0.587 -1.598
O 4.293 4.010 0.350
H 4.377 4.012 1.271
H 3.348 4.023 0.140
O 2.176 -3.025 -1.579
H 1.477 -3.208 -2.327
H 2.890 -2.888 -2.232
O 1.831 0.572 6.045
H 2.494 0.402 5.359
H 1.616 1.376 5.654
O 5.842 1.037 -0.232
H 4.891 0.921 -0.319
H 5.871 0.467 0.606
O -0.403 -1.577 -4.242
H -0.843 -0.989 -5.010
H 0.163 -0.945 -3.761
O -3.922 4.900 -1.634
H -3.531 3.998 -1.508
H -4.195 4.752 -2.586
O -4.178 1.483 3.944
H -3.723 2.343 4.161
H -4.151 0.995 4.764
*
```

Frontier orbital gap = 9.5 eV
E_HOMO = -10.09 eV
F_max = 4.14 eV/A



[3]
The following is a quantum chemistry calculation of C7H11NO as an isolated structure in a non-equilibrium geometry, from OMol25.

ORCA input file:
```
! RIJCOSX wB97M-V def2-TZVPD def2/J DEFGRID3
* xyz 0 1
C 0.424 0.043 0.778
C 0.359 -1.774 -0.828
C -2.200 0.668 -1.312
C 0.124 1.448 1.234
N 0.050 -0.399 -0.465
C -1.674 -0.215 -0.223
C 2.308 0.105 0.329
C 3.444 0.009 0.747
O -2.298 -0.865 0.558
H 0.405 -0.698 1.582
H 0.463 -2.419 0.050
H -0.437 -2.147 -1.479
H 1.300 -1.769 -1.377
H -2.047 1.712 -1.031
H -1.653 0.496 -2.239
H -3.269 0.488 -1.445
H 0.964 1.767 1.860
H -0.781 1.495 1.846
H 0.049 2.138 0.391
H 4.470 -0.083 1.025
*
```

Frontier orbital gap = 9.7 eV
E_HOMO = -8.95 eV
F_max = 5.82 eV/A



[4]
The following is a quantum chemistry calculation of one molecule with the formula C6H12O in a non-equilibrium geometry, from OMol25.

ORCA input file:
```
! RIJCOSX wB97M-V def2-TZVPD def2/J DEFGRID3
* xyz 0 1
C 2.642 0.568 0.806
C 1.782 -0.198 -0.168
O 0.625 -0.662 0.466
C -0.350 -1.153 -0.547
C -1.214 -0.050 0.966
C -1.713 -0.473 -0.288
C -2.208 0.677 -1.127
H 2.848 -0.045 1.689
H 2.146 1.494 1.120
H 3.586 0.816 0.314
H 2.272 -1.115 -0.513
H 1.504 0.410 -1.035
H -0.334 -2.247 -0.451
H -0.819 0.964 1.028
H -1.353 -0.599 1.880
H -2.415 -1.305 -0.205
H -2.493 0.335 -2.120
H -3.069 1.130 -0.612
H -1.435 1.450 -1.203
*
```

Frontier orbital gap (alpha / beta) = 8.3 / 7.2 eV
E_HOMO (alpha / beta) = -7.53 / -6.81 eV
F_max = 1.88 eV/A